Below is 2 unconnected molecules or ions with the total composition ClFN2O3, with properties calculated with ωB97M-V/def2-TZVPD.

Summary:
- SMILES = O=NOCl.O=NF
- frontier orbital gap (spin up / spin down) (eV) = 8.62 / 8.57
- F_max (eV/Å) = 4.24
- E (Ha) = -895.003560
- LUMO (spin up / spin down) (eV) = -2.26 / -2.27
- energy above the lowest of the compared OMol25 structures with the same formula, charge and spin (kJ/mol) = 144.1

```
7
Properties=species:S:1:pos:R:3:forces:R:3:mulliken_charge:R:1
N 0.564 1.974 0.135 -0.46 1.42 -3.36 0.369
N -0.249 -0.748 0.354 2.33 2.65 -0.74 0.825
O 0.248 -0.506 -0.680 -0.66 -1.16 -0.40 -0.401
O -1.019 -1.571 0.752 -2.20 -2.19 1.70 -0.314
O 0.445 2.353 -0.966 1.00 -1.33 3.90 -0.156
F 1.959 1.557 0.452 -0.43 0.33 -0.51 -0.230
Cl -1.949 -3.059 -0.046 0.41 0.29 -0.60 -0.093
```
Positions in Å, forces in eV/Å.